C31H50ClN3O6S as an isolated structure in a non-equilibrium geometry. Source: the OMol25 dataset; level of theory: wB97M-V/def2-TZVPD.

Cartesian coordinates (Å):
C: -1.99 1.83 -0.25
H: -6.04 -2.11 0.91
H: 1.16 2.04 -3.17
C: -1.64 1.43 2.08
H: -1.57 2.54 -6.03
H: -4.97 -4.10 0.86
H: 8.56 -3.97 4.69
H: 2.69 -2.39 4.46
C: -4.12 1.78 -1.46
N: -5.35 1.02 1.23
C: 5.80 -0.87 4.98
C: 0.22 2.32 -3.66
H: 6.05 -2.01 1.88
H: 0.11 3.77 -0.57
C: -2.00 1.55 -5.84
C: -1.53 0.54 -6.87
C: 0.81 3.04 -0.17
H: -3.14 -2.19 1.42
H: 4.87 -1.31 5.32
H: -4.81 -1.14 0.15
H: -4.07 -2.06 2.88
H: -0.81 4.53 -4.30
H: 0.90 5.04 -4.49
H: -3.20 0.35 -2.71
O: 0.54 3.03 -4.84
H: -4.81 -0.28 -4.11
H: 0.44 -1.39 -7.84
C: 0.35 1.95 0.57
C: 0.11 4.38 -4.87
H: 3.82 -2.54 2.68
H: -5.10 -4.10 2.63
C: 6.98 -1.36 5.80
C: 3.08 2.26 0.12
H: 6.74 -1.18 6.85
H: 9.03 -2.27 4.65
C: 2.63 1.18 0.87
C: -4.14 -2.34 1.84
C: 1.26 1.03 1.08
C: 4.68 -3.08 3.08
C: -3.06 1.24 2.19
N: -3.42 1.01 3.45
H: -1.59 2.07 -1.22
H: 9.22 -3.21 6.15
C: 0.31 -0.98 -6.83
C: -3.40 1.62 -0.14
H: -6.74 -0.29 1.99
H: -5.75 1.76 1.80
H: 0.90 0.20 1.66
C: -1.11 1.73 0.79
H: 1.28 -1.00 -6.33
H: -3.50 2.45 -2.05
C: -3.95 1.30 1.07
H: 2.50 -4.15 4.71
H: -5.26 -0.32 2.92
H: 0.04 0.31 -4.45
C: 2.17 3.18 -0.38
C: -5.23 0.28 -3.28
H: -0.74 0.61 -2.92
H: 4.82 -3.97 2.46
C: -4.15 0.43 -2.21
H: 5.72 0.20 5.18
C: -0.56 1.04 -3.91
H: 7.86 -0.75 5.56
H: -0.08 4.65 -5.91
H: -3.08 1.65 -5.97
C: -4.46 -3.85 1.79
S: -2.12 1.05 4.36
H: 2.56 4.01 -0.96
O: -0.13 0.36 -6.89
C: 8.59 -3.05 5.27
O: 4.45 -3.51 4.41
O: -1.85 1.18 -4.48
O: 7.27 -2.74 5.65
H: -2.06 -0.41 -6.71
C: -5.66 -0.25 1.90
H: -3.55 -4.43 1.83
H: 3.21 -3.14 5.98
H: -1.84 0.92 -7.86
H: -6.08 -0.29 -2.93
N: -0.99 1.34 3.23
C: -5.18 -1.48 1.11
O: 5.92 -0.95 3.57
H: 3.32 0.45 1.27
C: 5.93 -2.23 2.94
H: 6.82 -2.79 3.24
H: -0.34 2.95 -2.96
H: -0.38 -1.62 -6.27
Cl: -5.70 2.61 -1.38
C: 3.14 -3.29 4.90
H: -4.18 -0.38 -1.50
H: -5.55 1.23 -3.68
H: 4.14 2.36 -0.04

The value obtained for the total energy is -2685.1627 Eh. The highest occupied orbital energy is -8.49 eV. For the LUMO energy, the calculation gives -0.610 eV. Its energy above the lowest of the compared OMol25 structures with the same formula, charge and spin is 0.00 kJ/mol. The HOMO-LUMO gap is 7.88 eV. For the maximum force, the calculation gives 1.13 eV Å⁻¹.



An isolated molecule of C3H3N3O in a non-equilibrium geometry. Source: the OMol25 dataset; level of theory: wB97M-V/def2-TZVPD.

Cartesian coordinates (Å):
O: -0.37 2.60 -0.01
H: 0.24 -1.42 -1.56
N: -0.23 0.90 1.46
H: 0.68 -2.25 1.00
H: -0.29 0.79 -1.75
C: 0.34 -1.25 0.62
C: -0.34 1.39 0.19
C: 0.22 -0.85 -0.69
N: -0.32 0.39 -0.82
N: 0.08 -0.31 1.56

The value obtained for the total energy is -355.5657 Eh. The highest occupied orbital energy is -9.12 eV. For the LUMO energy, the calculation gives -0.571 eV. Its energy above the lowest of the compared OMol25 structures with the same formula, charge and spin is 194.80 kJ/mol. The HOMO-LUMO gap is 8.55 eV. As for the SMILES: O=c1nncc[nH]1. For the maximum force, the calculation gives 3.43 eV Å⁻¹.



C25H21F3N3O2PReS as an isolated structure in a non-equilibrium geometry. Source: the OMol25 dataset; level of theory: wB97M-V/def2-TZVPD.

Cartesian coordinates (Å):
C: 3.26 -2.35 0.99
C: 0.13 -1.11 -2.87
H: -4.75 -2.99 1.80
H: -1.56 1.65 -1.88
H: 1.39 1.53 2.13
C: -2.88 -2.77 0.78
H: 1.41 3.05 -0.43
H: -2.30 -3.21 1.58
C: -4.29 -1.72 -1.29
C: 5.88 0.13 0.88
C: 5.14 -1.14 0.67
C: 0.87 -1.38 -1.70
C: -0.55 3.28 0.45
C: 0.77 5.10 -0.37
C: -4.25 -2.66 0.91
C: 0.35 -0.35 2.28
H: 1.77 -2.00 -1.80
H: 5.49 0.66 1.74
S: 1.66 -2.55 1.77
C: -1.57 4.17 0.77
N: -2.20 -2.32 -0.30
C: -0.88 0.81 -1.82
O: -0.68 -1.00 2.11
H: 1.69 -0.28 0.02
H: -0.09 1.55 3.12
C: -0.24 5.99 -0.03
C: 0.79 -0.45 -0.58
H: 1.68 5.47 -0.82
C: -2.91 -1.85 -1.33
C: -4.96 -2.09 -0.14
H: -0.11 7.04 -0.21
C: -1.42 5.52 0.53
F: -6.92 -2.17 1.18
H: 5.78 0.77 0.01
H: 0.24 -1.77 -3.72
Re: -0.20 -2.32 0.17
F: -6.74 -0.55 -0.23
N: 3.90 -1.22 1.16
F: -7.14 -2.55 -0.93
H: 6.94 -0.06 1.02
H: 5.22 -4.23 -0.71
C: 5.68 -2.23 -0.02
C: 0.38 1.12 2.23
H: -2.50 3.80 1.19
H: -4.82 -1.32 -2.14
P: -0.83 1.51 0.81
H: -2.21 6.21 0.76
H: -1.18 0.24 -3.87
H: -2.36 -1.56 -2.21
O: 1.53 -0.94 2.34
N: 3.67 -3.42 0.34
C: 0.62 3.74 -0.15
C: -6.46 -1.85 -0.02
C: -0.17 0.62 -0.64
C: -0.69 0.00 -2.94
H: 6.68 -2.19 -0.42
C: 4.89 -3.35 -0.17

The value obtained for the total energy is -2396.7632 Eh. The highest occupied orbital energy (alpha / beta) is -13.92 / -13.88 eV. For the LUMO energy (alpha / beta), the calculation gives -7.924 / -7.664 eV. Its energy above the lowest of the compared OMol25 structures with the same formula, charge and spin is 556.15 kJ/mol. The net charge is +2. The spin multiplicity is 2. The HOMO-LUMO gap (alpha / beta) is 5.99 / 6.22 eV. For the maximum force, the calculation gives 1.61 eV Å⁻¹.



C40H27AsN5O5Rb as an isolated structure. Source: the OMol25 dataset; level of theory: wB97M-V/def2-TZVPD.

Cartesian coordinates (Å):
H: -1.44 5.15 3.80
H: -5.79 -1.80 2.65
C: -0.88 4.47 3.16
O: -1.33 -2.48 2.47
H: 5.31 -3.82 -1.21
H: -3.73 -4.03 -0.90
H: 5.34 -2.52 0.89
C: -2.81 -3.47 -0.87
H: -1.89 -4.51 3.97
C: 3.13 -0.65 -0.87
H: 2.51 -2.27 -4.68
O: 1.89 1.84 4.72
C: 0.56 0.89 -3.55
N: 0.53 2.74 1.53
C: 1.08 -0.77 -5.22
C: -4.26 0.53 -0.03
H: -6.14 -3.79 4.05
C: -2.68 -2.26 -1.58
H: 0.00 1.76 -3.20
C: -2.50 -2.78 2.87
H: 5.33 5.36 -1.06
H: -0.33 0.82 -5.50
N: -2.66 0.09 1.49
H: 3.87 -3.12 -3.09
C: 0.74 2.74 2.85
C: 4.53 3.75 0.13
C: 3.10 3.04 -2.15
H: 3.90 -0.50 1.13
N: -4.66 -1.47 -3.04
C: 4.72 -2.20 0.06
C: -1.74 -3.89 -0.13
C: -3.67 -2.02 2.47
H: 0.92 -1.18 -6.21
H: -4.15 -5.16 4.71
C: -2.76 -3.93 3.68
H: -1.78 5.13 1.29
C: 2.18 -0.85 -3.08
C: -0.65 3.53 -0.52
H: -2.50 1.82 0.22
H: 0.26 -3.42 0.50
H: 0.24 3.53 4.77
As: 1.78 0.77 -0.83
H: 2.53 2.79 -3.03
H: 5.07 4.04 1.02
C: -5.14 -3.53 3.72
C: 3.95 4.14 -2.17
C: 4.70 -2.93 -1.12
C: -0.59 -3.11 -0.10
O: -1.44 4.41 -0.93
C: -4.03 -4.28 4.09
C: 3.89 -2.53 -2.18
C: 3.10 -1.39 -2.06
C: -1.49 -1.55 -1.50
O: -0.12 2.60 -1.18
C: 0.04 3.59 3.71
C: 4.67 4.50 -1.04
C: 3.68 2.66 0.16
C: -4.93 -2.41 2.92
C: -3.77 -1.80 -2.38
N: -0.44 -1.98 -0.78
C: -3.57 -0.87 1.58
C: 3.92 -1.06 0.20
Rb: 0.21 -0.28 2.02
C: 2.97 2.29 -0.99
C: -3.08 0.95 0.50
H: -1.37 -0.62 -2.04
C: 1.80 1.80 3.48
H: -4.86 0.92 -0.83
C: 1.98 -1.38 -4.36
O: 2.43 1.06 2.67
H: -5.33 -1.25 0.47
C: 0.37 0.36 -4.82
C: 1.47 0.29 -2.69
C: -0.35 3.58 1.00
C: -1.08 4.48 1.79
H: 3.53 2.11 1.08
H: 4.04 4.73 -3.08
H: -1.79 -4.79 0.48
N: -4.57 -0.62 0.66

The value obtained for the total energy is -4450.5281 Eh. The highest occupied orbital energy is -2.47 eV. For the LUMO energy, the calculation gives 3.898 eV. Its energy above the lowest of the compared OMol25 structures with the same formula, charge and spin is 28.76 kJ/mol. The net charge is -2. The HOMO-LUMO gap is 6.37 eV. For the maximum force, the calculation gives 0.55 eV Å⁻¹.